Record 1
176
Properties=species:S:1:pos:R:3 method="wB97M-V/def2-TZVPD" charge=0 smiles="COP(=O)(OC)OC.COP(=O)(OC)OC.COP(=O)(OC)OC.COP(=O)(OC)OC.COP(=O)(OC)OC.COP(=O)(OC)OC.COP(=O)(OC)OC.COP(=O)(OC)OC.COP(=O)(OC)OC.COP(=O)(OC)OC.CO"
C 18.244 -12.283 -21.206
O 19.404 -12.207 -20.352
P 19.783 -10.881 -19.514
O 18.655 -10.185 -18.858
O 20.917 -11.419 -18.465
C 20.748 -12.502 -17.540
O 20.629 -10.021 -20.580
C 21.214 -8.742 -20.232
H 17.627 -11.388 -21.125
H 17.655 -13.187 -21.051
H 18.518 -12.387 -22.256
H 19.819 -13.069 -17.601
H 20.990 -12.333 -16.491
H 21.458 -13.271 -17.844
H 22.236 -8.799 -19.858
H 20.653 -8.173 -19.491
H 21.320 -8.113 -21.116
C 33.402 -13.299 -15.947
O 33.093 -14.683 -16.063
P 31.563 -15.203 -15.754
O 30.928 -14.690 -14.494
O 31.773 -16.789 -15.741
C 30.667 -17.647 -15.562
O 30.841 -14.991 -17.249
C 29.705 -14.144 -17.400
H 33.227 -13.030 -16.989
H 34.399 -13.109 -15.551
H 32.637 -12.725 -15.424
H 29.697 -17.152 -15.599
H 30.724 -18.042 -14.547
H 30.549 -18.475 -16.261
H 29.449 -13.696 -16.440
H 28.772 -14.581 -17.757
H 29.871 -13.267 -18.025
C 19.004 -12.658 -26.228
O 19.805 -13.106 -25.145
P 21.181 -13.977 -25.380
O 21.172 -14.908 -26.545
O 21.477 -14.646 -23.877
C 21.562 -16.065 -23.643
O 22.332 -12.849 -25.391
C 22.743 -12.347 -26.647
H 19.586 -12.146 -26.994
H 18.293 -11.923 -25.853
H 18.410 -13.419 -26.735
H 21.127 -16.353 -22.685
H 22.631 -16.123 -23.440
H 21.242 -16.645 -24.509
H 23.811 -12.135 -26.601
H 22.363 -11.352 -26.880
H 22.516 -13.012 -27.479
C 17.928 -7.674 -21.684
O 17.952 -7.298 -23.032
P 18.540 -8.427 -24.085
O 17.902 -9.755 -24.034
O 18.471 -7.678 -25.528
C 19.160 -6.484 -25.805
O 20.126 -8.456 -23.709
C 20.987 -9.518 -24.062
H 17.305 -8.487 -21.310
H 17.683 -6.772 -21.124
H 18.933 -7.885 -21.318
H 18.496 -5.920 -26.460
H 20.110 -6.591 -26.329
H 19.382 -5.858 -24.941
H 21.800 -9.135 -24.677
H 20.434 -10.209 -24.698
H 21.211 -10.088 -23.160
C 26.587 -17.639 -23.636
O 27.321 -17.213 -22.534
P 27.550 -18.219 -21.278
O 26.355 -18.829 -20.674
O 28.408 -17.254 -20.208
C 28.795 -17.634 -18.868
O 28.706 -19.272 -21.821
C 29.844 -18.796 -22.584
H 26.024 -18.542 -23.399
H 27.267 -17.876 -24.455
H 25.957 -16.863 -24.069
H 29.634 -17.026 -18.530
H 29.135 -18.670 -18.864
H 28.117 -17.683 -18.016
H 29.725 -19.116 -23.619
H 30.759 -19.210 -22.160
H 29.928 -17.711 -22.639
C 25.613 -15.937 -18.652
O 24.873 -14.778 -18.900
P 24.107 -14.721 -20.329
O 25.004 -14.731 -21.513
O 23.044 -15.929 -20.284
C 23.236 -17.266 -20.690
O 23.091 -13.455 -20.156
C 22.595 -12.791 -21.273
H 26.538 -15.741 -18.110
H 25.976 -16.429 -19.554
H 25.033 -16.674 -18.097
H 24.247 -17.479 -21.039
H 22.496 -17.519 -21.449
H 23.079 -17.966 -19.869
H 21.558 -13.102 -21.397
H 23.150 -13.049 -22.175
H 22.676 -11.707 -21.191
C 23.289 -20.872 -21.142
O 22.044 -20.345 -21.614
P 21.908 -19.944 -23.228
O 20.623 -19.340 -23.666
O 23.183 -18.977 -23.556
C 23.450 -18.535 -24.933
O 22.360 -21.319 -24.001
C 21.405 -22.392 -24.307
H 23.017 -21.922 -21.040
H 23.536 -20.413 -20.185
H 24.142 -20.712 -21.801
H 24.325 -19.117 -25.224
H 23.620 -17.469 -25.086
H 22.613 -18.860 -25.550
H 21.373 -22.749 -25.337
H 20.452 -22.300 -23.787
H 21.797 -23.344 -23.948
C 20.212 -16.303 -18.969
O 19.550 -17.010 -17.883
P 18.641 -16.127 -16.856
O 17.957 -14.965 -17.516
O 17.680 -17.293 -16.318
C 18.273 -18.428 -15.587
O 19.703 -15.819 -15.645
C 19.244 -15.126 -14.533
H 21.222 -16.141 -18.594
H 19.779 -15.351 -19.273
H 20.474 -16.942 -19.812
H 19.222 -18.765 -16.005
H 17.546 -19.234 -15.680
H 18.439 -18.158 -14.543
H 19.518 -14.086 -14.358
H 19.452 -15.720 -13.643
H 18.154 -15.156 -14.530
C 23.035 -15.457 -16.119
O 23.050 -16.667 -16.904
P 23.302 -18.139 -16.230
O 24.670 -18.302 -15.580
O 21.946 -18.337 -15.364
C 22.085 -18.171 -13.925
O 23.066 -19.192 -17.458
C 21.810 -19.779 -17.849
H 23.390 -15.622 -15.102
H 21.996 -15.141 -16.026
H 23.652 -14.656 -16.528
H 22.481 -19.069 -13.451
H 21.088 -17.982 -13.527
H 22.721 -17.340 -13.621
H 21.004 -19.327 -17.271
H 21.692 -20.847 -17.664
H 21.583 -19.638 -18.906
C 25.602 -11.744 -23.040
O 25.396 -10.960 -21.913
P 26.676 -10.115 -21.340
O 27.468 -9.229 -22.254
O 27.584 -11.293 -20.687
C 27.050 -12.215 -19.656
O 26.065 -9.432 -19.967
C 25.719 -8.034 -19.920
H 26.082 -12.706 -22.861
H 26.283 -11.230 -23.718
H 24.733 -11.876 -23.684
H 27.713 -12.062 -18.803
H 27.084 -13.256 -19.976
H 26.052 -11.983 -19.286
H 26.093 -7.436 -20.751
H 26.083 -7.541 -19.018
H 24.638 -8.091 -19.796
C 26.844 -15.298 -15.201
O 27.193 -16.607 -15.696
H 27.795 -14.799 -15.014
H 26.327 -14.682 -15.937
H 26.216 -15.421 -14.319
H 26.504 -17.262 -15.563

=====

Record 2
160
Properties=species:S:1:pos:R:3 method="wB97M-V/def2-TZVPD" charge=0
C -5.034 -1.294 23.716
C -4.679 0.179 23.888
C -4.868 0.907 22.573
O -4.151 0.262 21.428
C -3.772 1.262 20.502
N -5.557 0.822 24.875
H -6.113 -1.443 23.645
H -4.622 -1.879 24.581
H -4.602 -1.824 22.863
H -3.640 0.298 24.209
H -4.625 1.946 22.646
H -5.993 0.834 22.441
H -4.720 1.542 19.967
H -3.146 0.838 19.713
H -3.306 2.161 20.953
H -5.314 0.464 25.805
H -5.458 1.832 24.901
C -1.353 -7.192 27.792
C -1.349 -8.464 26.884
C -2.648 -8.564 26.045
O -3.785 -8.817 26.824
C -3.837 -10.208 27.220
N -0.164 -8.464 26.030
H -0.674 -7.196 28.649
H -2.347 -6.964 28.094
H -1.044 -6.311 27.161
H -1.327 -9.374 27.498
H -2.592 -9.296 25.207
H -2.741 -7.575 25.510
H -4.852 -10.385 27.643
H -3.096 -10.366 27.977
H -3.714 -10.897 26.386
H 0.060 -9.412 25.726
H 0.633 -8.146 26.512
C -3.682 -7.495 22.393
C -2.626 -8.223 21.505
C -2.645 -7.688 20.100
O -3.915 -7.994 19.532
C -4.127 -7.546 18.220
N -1.253 -8.144 22.030
H -3.363 -6.446 22.505
H -3.765 -7.991 23.354
H -4.657 -7.499 21.912
H -2.819 -9.303 21.460
H -1.822 -8.169 19.570
H -2.541 -6.601 20.051
H -3.200 -7.659 17.630
H -4.478 -6.524 18.126
H -4.872 -8.176 17.723
H -1.081 -7.293 22.549
H -1.019 -8.946 22.605
C -8.629 -3.159 28.251
C -7.506 -2.721 27.366
C -7.117 -3.688 26.190
O -6.469 -4.883 26.662
C -5.662 -5.445 25.645
N -7.919 -1.445 26.811
H -8.990 -2.384 28.943
H -8.366 -3.979 28.921
H -9.464 -3.521 27.671
H -6.664 -2.648 28.064
H -6.403 -3.089 25.648
H -7.972 -3.975 25.490
H -5.407 -6.492 25.842
H -4.671 -4.934 25.465
H -6.207 -5.442 24.736
H -7.205 -0.989 26.254
H -8.305 -0.806 27.477
C -2.444 1.157 26.676
C -2.980 0.094 27.594
C -3.398 0.726 28.914
O -2.451 1.664 29.455
C -3.016 2.286 30.597
N -4.131 -0.628 26.996
H -3.211 1.925 26.468
H -2.062 0.656 25.799
H -1.526 1.646 27.079
H -2.152 -0.596 27.770
H -3.594 -0.082 29.642
H -4.398 1.246 28.749
H -3.342 1.600 31.391
H -3.776 2.976 30.296
H -2.194 2.914 30.911
H -3.814 -1.067 26.134
H -4.423 -1.356 27.598
C 2.689 -7.696 23.626
C 2.898 -6.302 23.177
C 4.303 -6.134 22.612
O 5.311 -6.201 23.557
C 5.750 -4.955 24.111
N 1.885 -6.023 22.200
H 2.767 -8.375 22.765
H 1.781 -7.823 24.208
H 3.565 -7.902 24.297
H 2.729 -5.634 24.054
H 4.359 -5.216 22.083
H 4.476 -6.923 21.886
H 6.336 -4.440 23.336
H 6.301 -5.165 25.019
H 4.917 -4.269 24.363
H 0.982 -6.183 22.626
H 1.931 -5.046 22.007
C -0.733 1.534 23.208
C 0.766 1.243 23.033
C 1.408 0.567 24.171
O 1.437 1.424 25.308
C 2.146 0.828 26.394
N 0.927 0.566 21.778
H -1.003 2.319 22.491
H -0.891 1.892 24.188
H -1.275 0.624 23.062
H 1.210 2.226 22.958
H 2.471 0.286 23.858
H 0.925 -0.403 24.395
H 1.513 0.008 26.806
H 2.293 1.576 27.149
H 3.139 0.437 26.144
H 1.890 0.444 21.482
H 0.496 -0.342 21.779
C -0.112 -4.070 20.133
C -0.863 -2.920 19.599
C -2.326 -3.284 19.297
O -2.958 -3.472 20.543
C -4.358 -3.394 20.493
N -0.871 -1.760 20.593
H 0.941 -3.861 20.292
H -0.112 -4.937 19.436
H -0.499 -4.508 21.066
H -0.407 -2.671 18.628
H -2.392 -4.200 18.721
H -2.834 -2.477 18.734
H -4.850 -3.675 21.428
H -4.767 -4.143 19.745
H -4.644 -2.373 20.231
H -0.415 -0.940 20.229
H -1.779 -1.575 20.989
O -2.125 -4.015 25.980
H -2.336 -4.063 25.038
H -1.150 -3.924 26.106
O 0.472 -2.860 23.105
H 0.110 -2.560 22.222
H -0.223 -3.370 23.564
O 1.204 -7.260 19.610
H 1.679 -6.822 20.407
H 0.504 -7.730 20.099
O -0.626 -6.238 24.310
H -0.433 -7.124 24.710
H -0.111 -5.535 24.781
O 3.119 -2.541 24.519
H 3.399 -1.646 24.761
H 2.513 -2.366 23.801
O -3.941 -3.624 28.355
H -4.649 -4.293 28.202
H -3.248 -3.885 27.711
O 1.004 -4.146 25.918
H 1.449 -4.775 26.480
H 1.713 -3.619 25.481
O -2.457 -4.369 23.186
H -2.555 -4.153 22.261
H -1.871 -5.122 23.280

=====

Ordered energy above the lowest of the compared OMol25 structures with the same formula, charge and spin results: 110.09 3.83; unit kcal per mole.
Ordered HOMO energy results: -10.27 -8.67; unit eV.
Ordered HOMO-LUMO gap results: 10.541 8.812; unit eV.